(1)
{"formula": "C6H12O", "method": "the ωB97M-V functional and the def2-TZVPD basis", "elements": ["C", "C", "C", "C", "C", "H", "H", "H", "H", "H", "H", "H", "H", "H", "H", "C", "O", "H", "H"], "xyz": [[1.7747, -0.2175, -1.2399], [1.1320, -0.1192, 0.1055], [-0.1418, -0.4592, 0.3394], [-0.6706, -0.5836, 1.7389], [-1.0495, -0.9152, -0.7759], [2.8369, 0.0391, -1.2106], [1.6760, -1.2471, -1.6045], [1.2869, 0.4468, -1.9665], [1.7262, 0.3043, 0.9158], [0.0062, -0.1362, 2.4737], [-0.7405, -1.6545, 1.9587], [-1.6729, -0.1591, 1.8791], [-0.8613, -1.9725, -0.9870], [-0.8879, -0.3541, -1.7045], [-2.1080, -0.8118, -0.5107], [-0.4744, 1.9572, 0.0896], [0.2463, 2.3085, -0.8145], [-1.5444, 1.7055, -0.0649], [-0.1748, 1.9497, 1.1560]], "atomic_forces_ev_per_a": [[0.01, 0.00, -0.06], [-0.13, -0.33, 0.15], [0.38, -0.50, 0.04], [-0.02, -0.03, 0.10], [-0.01, -0.11, -0.05], [-0.18, -0.03, 0.03], [0.07, 0.17, -0.11], [0.06, -0.04, 0.13], [-0.08, -0.30, -0.01], [-0.06, -0.07, -0.11], [-0.12, 0.09, 0.16], [0.13, 0.00, -0.13], [-0.11, 0.00, -0.10], [0.07, -0.10, 0.20], [0.19, -0.05, 0.05], [0.12, 0.64, -0.19], [-0.54, 0.47, 0.23], [0.12, -0.04, -0.11], [0.11, 0.23, -0.22]], "lowdin_charge": [-0.086, -0.162, -0.441, -0.078, -0.064, 0.076, 0.083, 0.076, 0.120, 0.080, 0.087, 0.081, 0.088, 0.083, 0.080, -0.187, -0.027, 0.101, 0.091], "largest_force_ev_per_a": 0.8, "smiles": "CC=C(C)C.C=O", "total_charge": 0, "relative_energy_kcal_mol": 44.7, "lumo_ha": 0.03300}

(2)
{"formula": "C6H12O", "method": "the ωB97M-V functional and the def2-TZVPD basis", "elements": ["C", "C", "C", "C", "C", "C", "O", "H", "H", "H", "H", "H", "H", "H", "H", "H", "H", "H", "H"], "xyz": [[1.5167, -2.5166, 0.1093], [0.2871, -1.6391, 0.4937], [0.4879, -0.2091, 1.0219], [-0.7624, 0.6555, 1.0887], [-1.4613, 1.0274, -0.2106], [-0.5604, 1.8676, -1.1115], [0.3627, 1.2915, -1.6508], [2.4268, -1.8394, -0.2300], [1.8814, -3.0491, 1.0515], [1.3325, -3.1916, -0.7033], [-0.4869, -1.7441, -0.2904], [-0.1574, -2.1550, 1.3798], [0.9499, -0.2234, 2.0484], [1.2943, 0.3138, 0.4501], [-1.4064, 0.1469, 1.8397], [-0.5756, 1.6012, 1.6136], [-2.3640, 1.5840, -0.0088], [-1.7389, 0.1328, -0.8863], [-0.9552, 2.8450, -1.3781]], "atomic_forces_ev_per_a": [[2.26, 2.25, 1.39], [-0.76, -1.17, 0.98], [2.12, 0.71, -0.33], [-0.37, -0.39, 1.31], [-0.06, -0.94, -1.16], [-0.41, -2.77, -0.37], [-0.08, 1.47, 0.11], [-1.79, -1.25, 0.58], [-0.38, 0.43, -1.47], [-0.24, -0.47, -0.16], [0.44, 0.56, 0.21], [-0.07, 0.08, -0.70], [-0.61, -0.30, -0.72], [-0.70, -0.39, 0.02], [-0.32, 0.15, -0.84], [0.46, -0.06, -0.13], [-0.41, 0.10, 0.18], [0.39, 1.17, 1.24], [0.52, 0.82, -0.14]], "lowdin_charge": [-0.115, -0.269, -0.248, -0.229, -0.172, -0.240, 0.042, 0.102, 0.081, 0.042, 0.099, 0.104, 0.123, 0.103, 0.118, 0.112, 0.094, 0.141, 0.112], "largest_force_ev_per_a": 3.5, "smiles": "CCCCCC=O", "total_charge": 0, "relative_energy_kcal_mol": 31.4, "lumo_ha": 0.03076}

(3)
{"formula": "C6H12O", "method": "the ωB97M-V functional and the def2-TZVPD basis", "elements": ["C", "C", "C", "C", "C", "C", "O", "H", "H", "H", "H", "H", "H", "H", "H", "H", "H", "H", "H"], "xyz": [[-2.1351, 1.7087, -0.0678], [-1.2724, 0.5669, 0.4641], [1.5711, -0.3764, 0.8855], [2.9422, -0.8955, 0.7786], [0.6498, -1.0203, -0.0737], [-0.4345, -0.0948, -0.6256], [-1.2175, -0.8910, -1.5027], [-2.8506, 1.3683, -0.8277], [-1.5098, 2.4878, -0.5211], [-2.7167, 2.1750, 0.7334], [-1.9005, -0.2069, 0.9258], [-0.5876, 0.9373, 1.2341], [3.3260, -0.1179, 0.0849], [3.5423, -0.7938, 1.6874], [3.1051, -1.8673, 0.2836], [0.1609, -1.7728, 0.5799], [1.1081, -1.5942, -0.8994], [0.0747, 0.6979, -1.2027], [-1.8554, -0.3109, -1.9364]], "atomic_forces_ev_per_a": [[-0.03, 0.03, -0.05], [0.02, -0.04, 0.04], [0.18, -0.28, -0.28], [-0.06, -0.06, 0.12], [0.08, 0.14, 0.02], [0.16, 0.20, 0.25], [-0.20, 0.11, -0.19], [0.08, 0.05, 0.11], [-0.10, -0.11, 0.07], [0.07, -0.08, -0.11], [0.09, 0.08, -0.05], [-0.11, -0.04, -0.12], [-0.02, -0.04, 0.04], [-0.09, 0.01, -0.14], [-0.10, 0.10, 0.07], [0.06, 0.08, 0.01], [0.00, 0.11, 0.13], [-0.09, -0.12, 0.06], [0.06, -0.16, 0.04]], "lowdin_charge": [-0.105, -0.225, 0.001, -0.163, -0.221, -0.435, -0.036, 0.066, 0.077, 0.071, 0.121, 0.093, 0.109, 0.066, 0.075, 0.155, 0.120, 0.147, 0.084], "largest_force_ev_per_a": 0.4, "total_charge": 0, "relative_energy_kcal_mol": 86.2, "lumo_ha": 0.01417}

(4)
{"formula": "C6H12O", "method": "the ωB97M-V functional and the def2-TZVPD basis", "elements": ["C", "C", "O", "C", "C", "C", "C", "H", "H", "H", "H", "H", "H", "H", "H", "H", "H", "H", "H"], "xyz": [[-2.4771, -0.3911, 1.0419], [-0.9602, -0.2279, 0.8347], [-0.4725, 0.4117, 2.0178], [-0.3122, -1.4475, 0.2825], [1.0858, -0.8107, -1.7024], [1.7528, 0.0663, -0.9458], [1.4082, 1.5272, -0.8215], [-2.9257, -0.7989, 0.1335], [-2.9121, 0.5915, 1.2602], [-2.6938, -1.0580, 1.8844], [-0.8453, 0.4442, -0.0358], [0.4725, 0.2388, 2.0948], [0.6376, -1.6572, 0.8257], [0.2429, -0.5015, -2.3170], [1.4025, -1.8442, -1.8021], [2.6229, -0.2707, -0.3784], [0.5378, 1.7808, -1.4408], [2.2547, 2.1465, -1.1521], [1.1812, 1.8008, 0.2205]], "atomic_forces_ev_per_a": [[0.04, 0.00, -0.08], [-0.24, -0.33, -0.27], [0.30, -0.14, -0.04], [0.23, 0.52, 0.27], [-0.09, -0.08, -0.02], [-0.02, 0.13, 0.22], [-0.04, -0.08, -0.07], [0.01, 0.06, 0.15], [0.09, -0.24, -0.03], [0.13, 0.11, -0.19], [-0.05, 0.09, 0.06], [-0.07, -0.01, -0.04], [-0.28, 0.03, -0.01], [0.12, -0.04, 0.11], [-0.05, 0.17, 0.05], [-0.16, 0.01, -0.11], [0.21, -0.05, 0.13], [-0.21, -0.13, 0.12], [0.08, -0.05, -0.27]], "lowdin_charge": [-0.059, -0.561, -0.064, 0.181, -0.064, -0.250, -0.108, 0.077, 0.080, 0.082, 0.117, 0.076, 0.017, 0.076, 0.068, 0.104, 0.079, 0.079, 0.071], "largest_force_ev_per_a": 0.6, "total_charge": 0, "relative_energy_kcal_mol": 115.2, "lumo_ha": -0.00030}

(5)
{"formula": "C6H12O", "method": "the ωB97M-V functional and the def2-TZVPD basis", "elements": ["C", "C", "C", "C", "C", "C", "O", "H", "H", "H", "H", "H", "H", "H", "H", "H", "H", "H", "H"], "xyz": [[1.4051, 0.5842, -1.4255], [0.9825, 1.3145, -0.3904], [0.9974, 0.7494, 1.0136], [0.2979, -0.5984, 1.0878], [-1.0300, -0.2884, 0.3864], [-1.2282, -1.0893, -0.8878], [-2.0242, -0.2361, 1.3838], [1.6285, 1.0201, -2.3881], [1.8013, -0.4047, -1.2244], [0.8767, 2.3866, -0.4914], [0.4790, 1.4138, 1.7151], [2.0454, 0.6818, 1.2843], [0.1909, -0.9262, 2.1328], [0.8624, -1.3935, 0.5811], [-0.8531, 0.8110, -0.1202], [-0.8564, -2.1083, -0.9142], [-0.4418, -0.5388, -1.6512], [-2.3148, -1.1134, -1.1233], [-2.8942, -0.1236, 0.9868]], "atomic_forces_ev_per_a": [[0.75, 0.59, 0.50], [1.33, -0.07, -0.07], [0.53, 0.15, 0.22], [0.13, 0.32, -0.22], [0.73, 1.58, -1.07], [0.89, 0.83, -1.18], [-0.38, -0.42, -0.23], [-0.26, -0.02, -0.14], [-0.31, -0.20, -0.28], [-0.44, 0.06, -0.15], [0.22, 0.04, -0.18], [0.26, 0.06, 0.47], [-0.30, 0.19, -0.38], [-0.17, 0.25, -0.03], [-1.09, -2.10, 1.54], [-0.10, -0.32, 0.55], [-2.62, -1.26, 1.31], [0.79, 0.29, -0.58], [0.05, 0.04, -0.09]], "lowdin_charge": [-0.032, -0.217, -0.217, -0.155, -0.476, -0.060, -0.026, 0.062, 0.073, 0.105, 0.121, 0.109, 0.122, 0.106, 0.144, 0.063, 0.108, 0.082, 0.089], "largest_force_ev_per_a": 3.2, "smiles": "C=CCC[C@@H](C)O", "total_charge": 0, "relative_energy_kcal_mol": 57.4, "lumo_ha": 0.03679}

(6)
{"formula": "C6H12O", "method": "the ωB97M-V functional and the def2-TZVPD basis", "elements": ["C", "C", "C", "C", "C", "C", "O", "H", "H", "H", "H", "H", "H", "H", "H", "H", "H", "H", "H"], "xyz": [[-1.5844, 1.2313, -1.5515], [-1.0498, -0.1723, -1.5071], [-0.9725, -0.6429, -0.0474], [-0.1878, 0.3587, 0.8630], [1.2074, 0.4380, 0.6586], [1.9737, -0.3322, 1.7016], [2.8051, -1.4737, 1.2772], [-1.9058, 1.3375, -2.5747], [-0.9447, 2.2467, -1.5805], [-2.4516, 1.2653, -0.8666], [-1.6560, -0.8941, -2.1112], [0.0121, -0.1521, -2.0885], [-0.8562, -1.8115, 0.0884], [-1.9445, -0.4975, 0.3921], [-0.7589, 0.6369, 1.7592], [1.9484, 1.1008, 0.1500], [1.4697, -0.8738, 2.4929], [2.7023, 0.4332, 2.1560], [2.1937, -2.1982, 0.7886]], "atomic_forces_ev_per_a": [[-0.15, 2.16, -1.15], [3.11, -0.85, -1.02], [-0.86, 0.97, -0.40], [0.96, -2.05, -2.54], [-0.19, -0.58, 2.06], [2.57, 1.36, 2.55], [-2.08, -1.23, -2.72], [-1.01, 0.09, -0.46], [-0.70, -2.68, 1.17], [0.37, 0.65, -0.39], [0.22, 0.79, 0.48], [-2.12, -0.37, 1.62], [0.89, 2.41, -0.01], [-1.12, -0.25, -0.34], [1.14, -1.26, 0.79], [-1.35, -1.35, -1.41], [-1.20, 1.10, 0.31], [-0.38, -1.62, -0.20], [1.89, 2.72, 1.67]], "lowdin_charge": [-0.163, -0.311, -0.235, -0.085, -0.082, -0.301, -0.144, 0.046, 0.126, 0.079, 0.107, 0.147, 0.147, 0.069, 0.100, 0.125, 0.105, 0.123, 0.148], "largest_force_ev_per_a": 3.9, "smiles": "CCC/C=C/CO", "total_charge": 0, "relative_energy_kcal_mol": 150.3, "lumo_ha": -0.02372}